#w
18
Properties=species:S:1:pos:R:3:nbo_charge:R:1 method="wB97M-V/def2-TZVPD" orbital_gap_ev=9.930 smiles="C1=C[C@H]2O[C@@H]2CN2C[C@@H]12" total_charge=0 lumo_energy_ev=1.08
H 2.42139 1.10432 -0.12032 0.211
C 0.25418 1.40344 -0.44377 0.032
H -2.17917 -1.47999 0.81181 0.210
O -0.38795 2.06853 -1.49850 -0.474
C -0.03959 -1.32126 0.47160 -0.126
H -0.36527 -0.00722 -1.84726 0.178
H 1.83326 0.31051 -1.60385 0.214
C -0.83254 0.72387 -1.12160 0.014
C 0.85097 -0.78426 1.56938 -0.228
C -1.48537 -0.84840 0.33779 -0.180
H 1.46183 -1.42452 2.21624 0.199
H -2.95525 0.42806 -0.68105 0.230
H 0.51790 0.13768 1.99589 0.185
N 1.31980 -0.63168 0.21453 -0.403
C -1.95806 0.08566 -0.44770 -0.223
H -0.00124 -2.37282 0.19429 0.220
H -0.00444 1.99493 0.47280 0.187
C 1.54954 0.61316 -0.52029 -0.245



#x
18
Properties=species:S:1:pos:R:3:nbo_charge:R:1 method="wB97M-V/def2-TZVPD" orbital_gap_ev=9.520 smiles="CC(C)(C)C(=C=O)C#N" total_charge=0 lumo_energy_ev=-0.25
H 1.05956 -0.21428 -2.21993 0.225
H -0.66652 -1.95055 0.67516 0.223
C 1.61208 -0.39004 0.62009 -0.598
C 0.49788 0.46040 -1.59375 -0.612
C -1.02080 0.40522 1.93017 0.275
C -0.58986 -1.38088 -0.28100 -0.618
H -0.40994 0.66174 -2.04344 0.208
H 1.95289 -1.24566 0.08637 0.215
C -1.29758 1.86467 0.34916 0.783
O -2.13586 2.72944 -0.00254 -0.443
H 1.04263 1.44375 -1.72288 0.214
H -1.60124 -1.09717 -0.60512 0.213
C -0.51056 0.89921 0.69862 -0.437
N -1.42863 0.12933 2.97571 -0.295
H 2.21536 0.53343 0.64896 0.220
H -0.29604 -2.08076 -1.01892 0.222
H 1.32764 -0.72149 1.62349 0.215
C 0.24898 -0.04636 -0.12016 -0.010



#x takes first place; second place is 2.363 eV up.